The following is a DFT calculation (ωB97M-V/def2-TZVPD) of a structure of composition BaF30P5 at a distorted geometry.

```
36
Properties=species:S:1:pos:R:3:forces:R:3
Ba -4.932898 -18.797783 16.777160 0.601 -0.289 0.291
P -8.046204 -23.070885 18.014095 -0.325 -0.192 -0.243
F -6.786375 -22.931184 16.980673 1.759 0.175 1.221
F -7.333319 -22.697922 19.451242 0.143 1.096 -1.300
F -8.311971 -21.526631 17.655252 -0.431 1.138 0.715
F -9.456117 -23.262417 18.736114 -0.798 0.923 1.253
F -8.816398 -23.535765 16.704788 -1.124 -0.431 -1.646
F -7.685074 -24.538133 18.370719 0.937 -2.310 -0.144
P -4.392164 -20.003645 11.050145 0.939 3.465 4.863
F -5.324315 -19.506622 9.861289 0.664 -1.507 -1.223
F -5.737862 -20.420544 11.857150 -0.355 -0.360 -0.137
F -4.091306 -21.596070 10.852694 -0.061 1.650 -1.860
F -3.570699 -20.151817 12.508567 0.383 -0.681 -0.586
F -3.031301 -19.340300 10.351841 -1.277 -2.120 -0.115
F -4.608877 -18.413354 11.693835 -0.461 -0.355 -0.578
P -0.352397 -21.614345 19.169336 -2.408 0.047 -1.310
F -0.007496 -21.920001 20.697194 0.844 -0.317 -0.117
F 1.009293 -22.210028 18.546858 0.192 -0.126 0.803
F -1.127494 -22.995472 18.965606 0.516 -1.860 0.862
F -0.888453 -21.308260 17.677798 0.230 0.747 -2.017
F -1.782660 -21.009212 19.646013 -0.955 0.672 1.014
F 0.223679 -20.153515 19.209154 1.352 0.954 0.590
P -6.132786 -16.503378 21.975620 1.870 1.550 0.252
F -6.784459 -17.815139 21.465092 -1.353 -1.797 -0.355
F -5.844789 -17.223708 23.434250 -0.306 0.826 -0.723
F -4.693003 -16.990004 21.409692 0.560 -1.003 0.199
F -5.342496 -15.153381 22.414112 -0.938 0.105 0.518
F -6.342472 -15.887235 20.457241 -0.825 0.615 0.151
F -7.566327 -15.889262 22.494702 0.903 -0.395 -0.338
P -1.430891 -14.401799 16.360246 -2.111 2.642 -0.071
F -1.870132 -15.579755 15.306941 1.673 0.018 -0.562
F -3.059360 -14.136948 16.410377 -0.520 -0.032 0.702
F -1.521010 -15.463937 17.506408 -0.039 -1.194 1.155
F -1.272968 -13.212252 17.467572 0.095 -0.062 0.252
F 0.159132 -14.516143 16.319597 0.037 -0.839 -0.927
F -1.407547 -13.237341 15.218775 0.590 -0.750 -0.587
```
Positions in Å, forces in eV/Å.

The value obtained for the energy above the lowest of the compared OMol25 structures with the same formula, charge and spin is 149.04 kcal per mole. The highest occupied orbital energy is -5.61 eV. The charge is -3.